# 1
Below is a single C22H19NO5 molecule in a non-equilibrium geometry, with properties calculated with ωB97M-V/def2-TZVPD.

HOMO-LUMO gap ... 8.365 eV
HOMO level ... -7.76 eV
2S+1 ... 1
SMILES string ... COc1ccc(OCC(=O)Nc2cc3oc4ccccc4c3cc2OC)cc1
E_tot ... -1280.70713 a.u.

CARTESIAN COORDINATES (ANGSTROEM)
C -4.824 -3.540 1.651
H -5.305 -4.506 1.509
O -5.024 -2.835 0.450
C -4.533 -1.565 0.355
C -3.822 -0.906 1.346
C -3.369 0.391 1.147
C -3.628 1.046 -0.046
C -4.336 0.382 -1.047
C -4.781 -0.904 -0.851
H -5.332 -1.424 -1.618
H -4.529 0.900 -1.974
O -3.228 2.328 -0.343
C -2.613 3.080 0.674
C -1.200 2.598 1.042
O -0.721 2.810 2.134
N -0.603 1.962 0.010
C 0.655 1.363 -0.052
C 1.537 1.358 1.015
C 2.756 0.729 0.830
C 3.102 0.117 -0.386
C 2.209 0.127 -1.455
C 0.989 0.747 -1.286
O 0.014 0.833 -2.250
C 0.263 0.244 -3.503
H -0.632 0.428 -4.095
H 1.125 0.703 -3.996
H 0.422 -0.834 -3.414
H 2.484 -0.345 -2.384
C 4.422 -0.412 -0.185
C 5.329 -1.117 -0.966
C 6.543 -1.465 -0.407
C 6.858 -1.123 0.905
C 5.971 -0.421 1.702
C 4.756 -0.071 1.142
O 3.751 0.615 1.751
H 6.209 -0.152 2.718
H 7.816 -1.412 1.310
H 7.263 -2.014 -0.996
H 5.087 -1.384 -1.983
H 1.276 1.828 1.947
H -1.142 1.868 -0.844
H -2.531 4.096 0.276
H -3.223 3.115 1.585
H -2.811 0.865 1.938
H -3.603 -1.384 2.288
H -3.760 -3.693 1.857
H -5.288 -3.027 2.500

# 2
Below is C22H20AsCl4FeN2O4S2 as an isolated structure in a non-equilibrium geometry, with properties calculated with ωB97M-V/def2-TZVPD.

HOMO-LUMO gap (spin up / spin down) ... 5.705 / 5.723 eV
HOMO level (spin up / spin down) ... -4.16 / -4.20 eV
2S+1 ... 5
Charge ... -1
E_tot ... -7397.53838 a.u.

CARTESIAN COORDINATES (ANGSTROEM)
Fe -0.773 -0.461 -0.479
Cl -6.608 -4.122 -1.787
C -5.008 -3.681 -1.329
C -4.110 -4.665 -0.928
Cl -4.607 -6.315 -0.908
C -2.816 -4.320 -0.556
Cl -1.709 -5.539 -0.040
C -2.379 -2.988 -0.576
O -1.209 -2.578 -0.261
C -3.319 -1.962 -1.003
O -2.864 -0.763 -1.037
C -4.613 -2.348 -1.367
Cl -5.726 -1.144 -1.892
O 2.322 5.145 0.982
S 2.823 4.497 -0.201
O 3.417 5.362 -1.185
N 1.682 3.518 -0.884
C 2.074 2.281 -0.898
S 1.216 1.033 -1.650
C 3.388 2.009 -0.282
C 4.061 0.801 -0.170
C 5.292 0.785 0.468
C 5.848 1.951 0.974
C 5.187 3.166 0.840
C 3.965 3.169 0.215
H 3.635 -0.099 -0.588
H 5.829 -0.147 0.572
H 6.805 1.916 1.471
H 5.614 4.082 1.218
C -1.478 3.853 -0.361
As -2.033 1.954 -0.495
C -1.966 1.817 -2.449
C -3.980 2.270 -0.359
H -1.937 4.442 -1.157
H -0.395 3.920 -0.466
H -1.761 4.289 0.598
H -2.748 2.417 -2.913
H -2.097 0.773 -2.732
H -0.996 2.153 -2.809
H -4.271 3.059 -1.057
H -4.269 2.567 0.650
H -4.504 1.353 -0.621
N 1.633 -1.819 -0.313
C 1.314 -2.152 0.972
C 1.564 -3.438 1.454
C 1.181 -3.794 2.728
C 0.557 -2.877 3.558
C 0.313 -1.595 3.094
C 0.694 -1.223 1.819
H 2.035 -2.520 -0.909
H 1.695 -0.847 -0.597
H 2.045 -4.154 0.803
H 1.369 -4.799 3.076
H 0.252 -3.167 4.550
H -0.178 -0.877 3.733
H 0.542 -0.191 1.483

# 3
Below is C22H20AsF5N2OSSbSe4TcTe as an isolated structure in a non-equilibrium geometry, with properties calculated with ωB97M-V/def2-TZVPD.

HOMO-LUMO gap ... 4.339 eV
HOMO level ... -13.73 eV
2S+1 ... 1
Charge ... +2
E_tot ... -14362.52607 a.u.

CARTESIAN COORDINATES (ANGSTROEM)
Tc -0.136 0.394 -0.308
S -0.068 0.506 2.063
C 1.586 0.426 2.704
C 1.701 0.451 4.095
C 2.956 0.365 4.676
C 4.099 0.244 3.890
C 3.992 0.244 2.509
C 2.734 0.339 1.928
As 2.451 0.670 0.074
C 3.963 0.006 -0.888
C 5.083 0.807 -1.099
C 6.213 0.254 -1.680
C 6.220 -1.086 -2.042
C 5.103 -1.882 -1.823
C 3.967 -1.343 -1.241
C 2.500 2.624 0.022
C 2.663 3.272 -1.148
C 2.314 4.744 -1.220
C 2.591 5.472 0.069
C 2.405 4.809 1.227
C 2.162 3.408 1.179
H 0.815 0.519 4.713
H 3.046 0.381 5.754
H 5.070 0.159 4.357
H 4.879 0.166 1.890
H 5.089 1.851 -0.807
H 7.088 0.866 -1.846
H 7.105 -1.514 -2.494
H 5.118 -2.925 -2.108
H 3.098 -1.967 -1.060
H 2.947 2.765 -2.065
H 2.703 5.244 -2.103
H 2.860 6.521 0.042
H 2.463 5.294 2.190
H 2.131 2.889 2.136
Se -1.956 0.624 -5.307
Sb -1.019 -1.207 -4.318
Se 0.898 -0.265 -2.521
Se -1.888 -0.560 -1.266
Se -0.948 -3.493 -4.545
F -2.057 2.243 1.164
Te -0.649 3.521 1.317
F -0.167 5.301 1.843
F -1.255 3.479 3.083
F 0.915 4.740 -1.340
F -1.830 4.481 0.267
O -0.269 2.017 -0.667
C 0.621 -2.585 2.744
C 0.423 -2.909 1.304
N 0.490 -2.137 0.218
C 0.276 -3.003 -0.853
C 0.081 -4.265 -0.413
N 0.174 -4.183 0.951
H -0.256 -2.103 3.177
H 1.486 -1.944 2.888
H 0.804 -3.506 3.294
H 0.335 -2.690 -1.876
H -0.112 -5.190 -0.925
H 0.077 -4.947 1.601

# 4
Below is C22H20F3LiN7S2 as an isolated structure, with properties calculated with ωB97M-V/def2-TZVPD.

HOMO-LUMO gap ... 6.871 eV
HOMO level ... -4.18 eV
2S+1 ... 1
Charge ... -1
E_tot ... -2337.31431 a.u.

CARTESIAN COORDINATES (ANGSTROEM)
Li 0.229 -1.185 0.647
N -1.464 -0.048 4.672
C -0.627 -0.372 3.635
S -0.535 -2.012 3.164
N 0.021 0.683 3.145
N 0.753 0.374 2.065
C 1.583 1.243 1.611
C 1.772 2.593 2.210
C 2.994 2.972 2.758
C 3.161 4.232 3.318
C 2.105 5.131 3.332
C 0.880 4.759 2.790
C 0.714 3.499 2.239
C 2.372 0.825 0.431
C 3.253 1.690 -0.219
C 3.980 1.222 -1.300
C 3.812 -0.088 -1.714
C 2.889 -0.869 -1.032
N 2.193 -0.436 0.010
H -1.742 -0.812 5.260
H -1.296 0.847 5.103
H 3.817 2.267 2.749
H 4.117 4.510 3.745
H 2.233 6.115 3.766
H 0.049 5.454 2.806
H -0.242 3.192 1.837
H 3.355 2.712 0.118
H 4.667 1.880 -1.817
H 4.350 -0.493 -2.559
H 2.680 -1.881 -1.354
F -2.249 -5.127 -4.331
C -1.502 -4.044 -3.983
F -2.145 -2.997 -4.542
F -0.349 -4.191 -4.647
C -1.352 -3.942 -2.493
C -1.917 -4.937 -1.719
C -1.773 -4.907 -0.342
C -1.058 -3.851 0.194
N -0.505 -2.876 -0.519
C -0.608 -2.878 -1.884
S 0.122 -1.627 -2.785
H -2.465 -5.740 -2.192
H -2.197 -5.671 0.293
H -0.931 -3.770 1.267
C -3.144 -0.244 -2.979
N -3.069 0.622 -1.806
C -3.404 2.021 -2.008
C -2.160 0.340 -0.879
N -1.395 0.079 -0.058
H -4.188 -0.334 -3.284
H -2.739 -1.218 -2.741
H -2.548 0.154 -3.804
H -4.421 2.088 -2.396
H -2.724 2.500 -2.721
H -3.354 2.551 -1.059

# 5
Below is a 4-piece molecular cluster, C22H20IO12 overall in a non-equilibrium geometry, with properties calculated with ωB97M-V/def2-TZVPD.

HOMO-LUMO gap ... 1.833 eV
HOMO level ... -1.95 eV
2S+1 ... 1
Charge ... -1
E_tot ... -2050.85549 a.u.

CARTESIAN COORDINATES (ANGSTROEM)
C 1.837 -3.465 1.057
C 0.826 -4.457 0.565
C -0.551 -4.241 1.186
C -1.147 -2.874 0.870
I -1.939 -5.817 0.521
H 1.769 -3.311 2.137
H 1.743 -2.517 0.520
H 0.731 -4.412 -0.519
H 1.126 -5.477 0.811
H -0.460 -4.379 2.254
H -0.424 -2.231 0.392
H -1.473 -2.391 1.783
H -2.035 -2.963 0.259
C 5.452 -2.905 -0.032
C 6.709 -2.821 0.420
C 7.839 -2.334 -0.431
O 8.956 -2.276 0.062
C 7.556 -1.963 -1.808
C 6.303 -2.046 -2.268
C 5.161 -2.509 -1.407
O 4.060 -2.524 -1.918
O 5.959 -1.724 -3.511
O 7.062 -3.164 1.663
H 4.618 -3.252 0.581
H 8.381 -1.627 -2.421
H 4.992 -1.878 -3.555
H 8.023 -3.001 1.718
C -0.648 3.129 1.238
C -1.830 3.246 1.848
C -2.426 2.135 2.661
O -3.505 2.347 3.192
C -1.695 0.891 2.763
C -0.504 0.759 2.151
C 0.103 1.883 1.354
O 1.189 1.707 0.842
O 0.201 -0.350 2.204
O -2.579 4.348 1.788
H -0.216 3.925 0.648
H -2.141 0.091 3.337
H 1.013 -0.209 1.677
H -3.376 4.150 2.321
C -4.341 3.058 -2.583
C -5.632 2.914 -2.905
C -6.709 3.755 -2.279
O -7.856 3.574 -2.643
C -6.325 4.732 -1.272
C -5.034 4.872 -0.945
C -3.955 4.055 -1.596
O -2.810 4.274 -1.256
O -4.604 5.727 -0.027
O -6.063 2.030 -3.798
H -3.559 2.461 -3.031
H -7.109 5.316 -0.812
H -3.632 5.600 0.029
H -7.034 2.138 -3.838

# 6
Below is a single C22H20N2O10S2 molecule, with properties calculated with ωB97M-V/def2-TZVPD.

HOMO-LUMO gap ... 9.209 eV
HOMO level ... -9.05 eV
2S+1 ... 1
SMILES string ... COc1cc(OC)c(S(=O)(=O)Nc2ccc(C(=O)O)cc2)cc1S(=O)(=O)Nc1ccc(C(=O)O)cc1
E_tot ... -2508.66664 a.u.

CARTESIAN COORDINATES (ANGSTROEM)
C -4.200 -1.062 2.859
H -4.793 -0.521 3.593
H -3.382 -1.583 3.364
H -4.836 -1.784 2.338
O -3.714 -0.072 1.974
C -2.937 -0.420 0.946
C -2.550 -1.725 0.635
C -1.770 -1.975 -0.493
C -1.389 -0.903 -1.302
C -1.756 0.388 -0.987
C -2.509 0.638 0.136
S -3.060 2.283 0.613
O -2.676 2.544 1.962
O -4.426 2.447 0.230
N -2.201 3.288 -0.414
C -0.817 3.319 -0.511
C -0.032 2.960 0.585
C 1.343 2.979 0.485
C 1.959 3.343 -0.712
C 1.172 3.717 -1.800
C -0.201 3.709 -1.703
H -0.809 3.995 -2.548
H 1.661 4.003 -2.719
C 3.426 3.342 -0.862
O 4.025 3.757 -1.823
O 4.067 2.815 0.198
H 5.024 2.835 0.041
H 1.948 2.723 1.340
H -0.516 2.688 1.507
H -2.717 3.538 -1.242
H -1.427 1.171 -1.649
S -0.484 -1.174 -2.822
O -1.259 -1.963 -3.726
O -0.001 0.097 -3.261
N 0.800 -2.158 -2.383
C 1.541 -1.926 -1.237
C 2.062 -2.997 -0.507
C 2.806 -2.764 0.628
C 3.046 -1.458 1.056
C 2.536 -0.390 0.319
C 1.785 -0.619 -0.814
H 1.398 0.202 -1.395
H 2.744 0.619 0.636
C 3.839 -1.252 2.282
O 4.289 -2.140 2.967
O 4.020 0.042 2.593
H 4.548 0.111 3.403
H 3.213 -3.580 1.205
H 1.879 -4.007 -0.844
H 0.605 -3.125 -2.591
O -1.335 -3.190 -0.874
C -1.707 -4.326 -0.117
H -2.793 -4.447 -0.086
H -1.268 -5.177 -0.635
H -1.307 -4.273 0.899
H -2.865 -2.541 1.264